Density functional theory data (ωB97M-V/def2-TZVPD) for a cluster of 2 separate species, C5H9N2O in total.

Its orbital gap is 6.69 eV. Its net charge is -1. As for the HOMO energy: -0.097 Eh. Its total energy is -380.5898 a.u. The energy relative to the best compared isomer or geometry (same formula, charge and spin) is 0.0 kcal/mol.

The geometry in XYZ format:
```
17
C5H9N2O ωB97M-V/def2-TZVPD
C 3.7842 -1.2833 -1.5171
C -2.3045 0.8036 -0.1203
C -1.4325 1.2218 2.2846
C 2.3550 -1.5786 -1.7783
C -1.2803 0.6763 0.8447
N 4.9261 -1.2042 -1.2717
N -0.0953 0.2830 0.6526
O 0.3590 -0.3451 -0.4074
H -2.4236 1.7920 -0.4610
H -2.2594 0.2732 -1.1401
H -3.2141 0.4527 0.2959
H -2.4383 1.0217 2.8028
H -1.0729 2.2278 2.3905
H -0.7408 0.5666 2.8645
H 1.7010 -0.9156 -1.0772
H 2.1143 -1.3958 -2.7547
H 2.0221 -2.5959 -1.6079
```

Results of the natural (NBO) charge analysis, in e, for atoms 1 through 2: C 0.336; C -0.659

=====

Density functional theory data (ωB97M-V/def2-TZVPD) for the ion C5H9N2O with charge +1.

Its orbital gap is 9.38 eV. Its net charge is +1. As for the HOMO energy: -0.484 Eh. Its total energy is -380.3111 a.u. Its SMILES is Cc1cn(O)c(C)[nH+]1. The energy relative to the best compared isomer or geometry (same formula, charge and spin) is 88.3 kcal/mol.

The geometry in XYZ format:
```
17
C5H9N2O ωB97M-V/def2-TZVPD
C 2.4406 0.6276 0.0932
C 0.9967 0.6746 0.1148
C 0.0360 1.6308 0.1543
N -1.1865 1.0435 0.1052
O -2.4243 1.4373 -0.0051
C -0.9051 -0.5299 0.0041
C -1.9556 -1.5168 0.1807
N 0.3996 -0.5786 -0.0138
H 2.7569 1.5924 -0.0344
H 2.8780 0.4642 1.1137
H 2.8436 -0.0235 -0.7381
H 0.0340 2.6541 0.2668
H -2.9412 1.4967 -0.8064
H -1.8284 -2.1375 -0.7086
H -1.9350 -2.1003 1.2047
H -2.9884 -0.9200 0.0981
H 0.9824 -1.3948 -0.1491
```

Results of the natural (NBO) charge analysis, in e, for atoms 1 through 2: C -0.663; C 0.116

=====

Density functional theory data (ωB97M-V/def2-TZVPD) for a cluster of 2 separate species, C5H9N2O in total.

Its orbital gap is 9.66 eV. Its net charge is +1. As for the HOMO energy: -0.485 Eh. Its total energy is -380.2446 a.u. The energy relative to the best compared isomer or geometry (same formula, charge and spin) is 130.0 kcal/mol.

The geometry in XYZ format:
```
17
C5H9N2O ωB97M-V/def2-TZVPD
C 1.9462 -0.0236 1.3038
C 0.7818 -0.0919 1.7280
C 0.0777 -0.7449 -1.8268
C -1.5542 0.1258 2.1216
C -0.3901 -0.4600 2.3266
N 0.8823 0.1348 -1.3510
N -0.8793 -0.2988 -2.5991
O 0.4415 1.4324 -1.4286
H 2.9761 0.3407 1.1837
H 0.3434 -1.7856 -1.9168
H -2.4701 -0.2318 2.6651
H -1.6874 0.8080 1.2604
H -0.2463 -1.0947 3.1771
H 1.5720 0.1310 -0.5591
H -1.4827 -0.9569 -2.8724
H -1.2401 0.6669 -2.3472
H 0.9291 2.0485 -0.8652
```

Results of the natural (NBO) charge analysis, in e, for atoms 1 through 2: C -0.364; C 0.058